--- w ---
{"formula": "C4H11NO4", "method": "the ωB97M-V functional and the def2-TZVPD basis", "elements": ["O", "C", "C", "C", "C", "O", "N", "H", "H", "H", "H", "H", "H", "H", "H", "H", "O", "H", "H", "O"], "coordinates": [[0.62832, -2.93864, 1.45896], [0.96901, -1.79818, 1.29180], [-0.04227, -0.69840, 0.90212], [-0.29768, -0.81382, -0.60973], [-1.77956, -0.66278, -0.84500], [-2.32589, 0.40325, -0.97763], [0.50901, 0.59073, 1.24693], [2.00982, -1.45409, 1.45190], [-0.89920, -1.01743, 1.49979], [0.24163, -0.06650, -1.19574], [0.03129, -1.77374, -1.00462], [-2.35611, -1.59034, -0.98394], [0.10911, 0.91190, 2.12338], [0.35025, 1.31356, 0.55488], [2.84843, 1.19921, -0.42610], [1.84505, 2.38117, -0.62353], [2.38244, 1.72750, -1.08441], [-0.33944, 1.99652, -1.66379], [-1.37534, 2.70292, -0.80754], [-0.42414, 2.55398, -0.88227]], "mulliken_charge": [-0.4773, -0.3123, 0.4351, -0.5231, -0.0842, -0.4510, -0.6157, 0.3521, 0.2927, 0.3129, 0.3430, 0.3744, 0.2304, 0.1471, 0.3251, 0.3352, -0.6428, 0.3170, 0.2987, -0.6571], "smiles": "N[C@H](C=O)CC=O.O.O", "lumo_energy_ha": 0.02622, "orbital_gap_ev": 10.18, "total_charge": 0}

--- x ---
{"formula": "C4H11NO4", "method": "the ωB97M-V functional and the def2-TZVPD basis", "elements": ["O", "C", "N", "C", "O", "C", "C", "O", "H", "H", "H", "H", "H", "H", "H", "H", "H", "H", "H", "O"], "coordinates": [[-1.55121, -0.95809, -0.65541], [-0.43571, -0.46753, -0.72687], [0.57180, -1.41172, -1.03521], [1.93376, -1.23228, -0.67182], [2.02005, -0.77538, 0.68948], [-0.20587, 0.98864, -0.97175], [-0.23230, 1.92431, 0.29248], [-1.04339, 1.44429, 1.30927], [0.16115, -2.33071, -0.98508], [2.36954, -0.45294, -1.29007], [2.44135, -2.21337, -0.75752], [2.30841, 0.12466, 0.84439], [-1.09393, 1.32022, -1.50330], [0.76312, 1.21450, -1.48538], [-0.70492, 2.88763, -0.00684], [0.75566, 2.22033, 0.69904], [-1.98159, 1.62126, 1.36520], [-1.73788, -1.86993, 2.08584], [-1.91887, -0.75428, 1.06733], [-2.41917, -1.27962, 1.73621]], "mulliken_charge": [-0.6372, 0.4880, -0.1498, -0.4385, -0.5466, -0.3968, -0.4661, -0.5105, 0.2968, 0.2893, 0.3369, 0.3198, 0.3405, 0.2131, 0.3225, 0.2667, 0.3270, 0.3033, 0.3164, -0.6748], "smiles": "O=C(CCO)NCO.O", "lumo_energy_ha": 0.01777, "orbital_gap_ev": 10.40, "total_charge": 0}

Which structure is the most stable? The one labeled w.

--- w ---
{"formula": "C2H5N2O2", "method": "the ωB97M-V functional and the def2-TZVPD basis", "elements": ["C", "C", "N", "N", "O", "O", "H", "H", "H", "H", "H"], "coordinates": [[1.34934, -0.36791, 0.04318], [0.04472, -0.85327, 0.65568], [-1.35188, -0.27987, -0.68812], [-1.46813, 0.94437, -0.65096], [-0.98048, 1.70426, 0.20394], [-2.13010, 1.48174, -1.58351], [2.05124, -0.54075, 0.87765], [1.55694, -0.74945, -0.96857], [1.19963, 0.72498, -0.08631], [-0.33956, -0.19269, 1.48373], [0.06827, -1.87142, 0.71328]], "mulliken_charge": [-0.8292, -0.5159, -0.7714, 1.1800, -0.7204, -0.8083, 0.2723, 0.2858, 0.2514, 0.2501, 0.4056], "lumo_energy_ha": 0.15897, "orbital_gap_ev": 7.74, "total_charge": -1}

--- x ---
{"formula": "C2H5N2O2", "method": "the ωB97M-V functional and the def2-TZVPD basis", "elements": ["N", "C", "N", "H", "H", "H", "H", "O", "C", "O", "H"], "coordinates": [[0.09215, 0.61547, -0.97368], [0.21349, 1.59454, -0.08147], [0.50233, 2.83972, -0.25878], [0.41967, 0.77353, -1.91358], [-0.27547, -0.34731, -0.67830], [-0.03897, 1.24540, 0.93866], [0.27123, 3.35785, 0.57663], [-0.74398, -1.79516, -0.34648], [-0.28681, -2.53009, 0.59361], [0.82047, -3.04814, 0.68909], [-0.97411, -2.70580, 1.45431]], "mulliken_charge": [-0.3718, 0.1667, -0.7970, 0.1815, 0.3592, 0.2270, 0.2144, -0.7312, 0.0534, -0.5943, 0.2920], "lumo_energy_ha": 0.15493, "orbital_gap_ev": 9.03, "total_charge": -1}

Which structure is the most stable? The one labeled x.

--- w ---
{"formula": "CH4FOP", "method": "the ωB97M-V functional and the def2-TZVPD basis", "elements": ["C", "O", "F", "P", "H", "H", "H", "H"], "coordinates": [[-0.02943, 0.00729, -2.27678], [0.58438, 0.68253, -1.50874], [0.76973, -1.11852, 2.54872], [-0.50929, -0.09688, 2.54421], [0.03410, 0.11998, -3.37156], [-0.73553, -0.77421, -1.94348], [0.29132, 1.02471, 2.83858], [-0.40528, 0.15510, 1.16905]], "mulliken_charge": [-0.0881, -0.3725, -0.2812, 0.2393, 0.2530, 0.1972, 0.0315, 0.0209], "smiles": "C=O.FP", "lumo_energy_ha": 0.02979, "orbital_gap_ev": 10.89, "total_charge": 0}

--- x ---
{"formula": "CH4FOP", "method": "the ωB97M-V functional and the def2-TZVPD basis", "elements": ["C", "O", "F", "P", "H", "H", "H", "H"], "coordinates": [[-0.19929, 0.00161, -0.20122], [-0.96391, -0.49327, -1.24837], [2.33893, -0.86496, -0.24311], [1.28694, 0.93079, -0.43009], [-0.89717, 0.67654, 0.34904], [0.17285, -0.71929, 0.46757], [-0.31830, -0.99420, -1.75766], [1.20409, 1.33959, 0.90736]], "mulliken_charge": [-0.3346, -0.4940, -0.5228, 0.2877, 0.3337, 0.3309, 0.3383, 0.0607], "lumo_energy_ha": -0.02944, "orbital_gap_ev": 9.68, "total_charge": 0}

Which structure is the most stable? The one labeled w.

--- w ---
{"formula": "CH3FIP", "method": "the ωB97M-V functional and the def2-TZVPD basis", "elements": ["C", "F", "P", "I", "H", "H", "H"], "coordinates": [[-0.29872, -0.28592, 0.45310], [2.06817, 0.61864, -0.21965], [0.53812, 1.13340, -0.33099], [-2.24358, -0.37994, -0.36124], [0.23417, -1.59798, 0.52296], [-0.56378, -0.14911, 1.52453], [0.26562, 0.66091, -1.58871]], "mulliken_charge": [-0.7047, -0.2712, 0.2640, 0.0604, 0.3031, 0.3196, 0.0288], "lumo_energy_ha": 0.00662, "orbital_gap_ev": 9.89, "total_charge": 0}

--- x ---
{"formula": "CH3FIP", "method": "the ωB97M-V functional and the def2-TZVPD basis", "elements": ["C", "F", "P", "I", "H", "H", "H"], "coordinates": [[-0.71749, 0.39790, -0.78856], [2.20025, -0.89100, 0.05495], [0.78871, -1.06535, 0.78259], [-1.88934, 1.42136, 0.57813], [-0.26004, 1.02917, -1.38326], [-1.15333, -0.52620, -1.12882], [1.03124, -0.36588, 1.88498]], "mulliken_charge": [-0.9856, -0.2387, 0.3625, 0.0830, 0.3689, 0.3812, 0.0287], "lumo_energy_ha": -0.02196, "orbital_gap_ev": 7.67, "total_charge": 0}

Which structure is the most stable? The one labeled w.